Arrangement 1

2
Properties=species:S:1:pos:R:3 method="wB97M-V/def2-TZVPD" e_lumo_ev=-1.85 homo_lumo_gap_ev=8.8 spin_multiplicity=1 e_homo_ev=-10.65
H 0.000 0.000 0.934
H 0.000 0.000 -0.934



Arrangement 2

2
Properties=species:S:1:pos:R:3 method="wB97M-V/def2-TZVPD" e_lumo_ev=-3.32 homo_lumo_gap_ev=6.4 spin_multiplicity=1 e_homo_ev=-9.68
H -0.636 -0.181 1.079
H 0.636 0.181 -1.079



Which of them is least stable? Easy: arrangement 2.



Arrangement 1

36
Properties=species:S:1:pos:R:3 method="wB97M-V/def2-TZVPD" e_lumo_ev=4.41 homo_lumo_gap_ev=5.3 total_charge=-2 spin_multiplicity=1 e_homo_ev=-0.91
Au -0.072 -2.410 0.451
O 4.365 -0.673 0.691
C 3.188 -1.070 0.791
O 2.710 -2.212 0.662
C 2.173 0.073 1.189
P 0.509 -0.183 0.495
C 0.688 0.564 -1.168
C 0.290 1.852 -1.511
C 0.423 2.305 -2.817
C 0.952 1.470 -3.791
C 1.343 0.180 -3.459
C 1.199 -0.277 -2.158
C -0.556 1.003 1.396
C -1.892 0.638 1.566
C -2.766 1.480 2.243
C -2.309 2.686 2.758
C -0.977 3.050 2.601
C -0.105 2.211 1.923
H 2.617 1.030 0.910
H 2.061 0.043 2.277
H -0.130 2.511 -0.761
H 0.105 3.309 -3.072
H 1.046 1.819 -4.813
H 1.739 -0.486 -4.215
H 1.473 -1.295 -1.901
H -2.238 -0.319 1.187
H -3.798 1.181 2.374
H -2.989 3.342 3.289
H -0.617 3.988 3.009
H 0.935 2.494 1.806
S -2.755 -2.772 0.005
O -1.533 -6.558 -0.523
S -1.251 -5.142 -0.413
O -2.698 -4.497 -0.246
O -0.497 -4.787 0.814
O -0.633 -4.549 -1.589



Arrangement 2

36
Properties=species:S:1:pos:R:3 method="wB97M-V/def2-TZVPD" e_lumo_ev=4.44 homo_lumo_gap_ev=4.9 total_charge=-2 spin_multiplicity=1 e_homo_ev=-0.44
Au -0.213 1.899 1.077
O -0.720 -1.267 4.009
C -0.637 -0.750 2.892
O -0.280 0.463 2.701
C -1.090 -1.672 1.741
P -0.983 -1.550 -0.093
C -1.799 0.087 -0.491
C -2.084 1.184 0.463
C -2.784 2.432 -0.036
C -3.331 2.365 -1.416
C -3.035 1.351 -2.217
C -2.240 0.211 -1.747
C 0.740 -1.439 -0.562
C 1.030 -1.844 -1.870
C 2.315 -1.993 -2.361
C 3.370 -1.837 -1.423
C 3.151 -1.452 -0.138
C 1.828 -0.965 0.315
H -2.150 -1.845 1.946
H -0.618 -2.633 1.953
H -2.347 0.885 1.475
H -3.513 2.805 0.680
H -3.927 3.203 -1.764
H -3.417 1.339 -3.232
H -2.049 -0.609 -2.431
H 0.195 -2.107 -2.521
H 2.501 -2.315 -3.379
H 4.384 -2.088 -1.730
H 3.971 -1.340 0.564
H 1.656 -1.173 1.365
S -1.355 3.619 0.017
O 3.863 1.959 0.513
S 2.776 1.426 1.299
O 1.840 2.511 1.748
O 1.799 0.616 0.294
O 3.152 0.523 2.358



Which of them is least stable? Easy: arrangement 2.



Arrangement 1

16
Properties=species:S:1:pos:R:3 method="wB97M-V/def2-TZVPD" e_lumo_ev=0.39 homo_lumo_gap_ev=10.8 spin_multiplicity=1 e_homo_ev=-10.40
C 1.418 0.818 0.570
C 0.718 -0.278 -1.618
N 0.962 0.975 1.838
N -2.113 0.220 -0.166
N 0.473 -0.083 -0.183
O 2.327 1.376 0.042
O -1.061 -2.096 -0.330
O -0.883 -0.810 1.784
S -0.910 -0.841 0.318
H 1.576 0.303 -1.875
H 0.821 -1.343 -1.676
H -0.202 0.113 -2.048
H 0.386 0.163 2.172
H 1.638 1.462 2.470
H -3.052 -0.152 -0.067
H -2.098 0.171 -1.232



Arrangement 2

16
Properties=species:S:1:pos:R:3 method="wB97M-V/def2-TZVPD" e_lumo_ev=0.64 homo_lumo_gap_ev=11.0 spin_multiplicity=1 e_homo_ev=-10.40
C 1.135 0.182 0.094
C -0.996 -0.398 -0.994
N 1.770 0.266 -1.144
N -0.331 0.422 2.670
N -0.175 -0.279 0.228
O 1.783 0.512 1.064
O -1.861 -1.382 1.776
O 0.532 -1.823 2.059
S -0.486 -0.921 1.758
H -0.980 -1.402 -1.416
H -2.142 -0.481 -0.621
H -1.011 0.495 -1.612
H 1.409 -0.036 -1.986
H 2.772 0.062 -1.063
H -0.318 0.287 3.680
H 0.629 0.763 2.672



Which of them is least stable? Easy: arrangement 2.



Arrangement 1

79
Properties=species:S:1:pos:R:3 method="wB97M-V/def2-TZVPD" e_lumo_ev=3.78 homo_lumo_gap_ev=5.3 total_charge=-2 spin_multiplicity=1 e_homo_ev=-1.57
Cs -1.453 -0.077 0.397
O -0.026 -2.556 1.827
C -0.448 -3.718 1.157
C 0.156 -3.835 -0.232
N -0.290 -2.761 -1.122
C -1.393 -3.212 -1.955
C -2.113 -2.131 -2.784
O -2.633 -2.520 -3.840
O -2.116 -0.946 -2.332
C 0.803 -2.237 -1.927
C 1.852 -1.488 -1.090
O 3.375 -2.993 -0.035
O 1.542 -0.544 -0.411
H 0.952 -2.498 1.730
H -1.541 -3.670 1.092
H -0.195 -4.625 1.727
H -0.085 -4.822 -0.660
H 1.240 -3.799 -0.125
H -2.146 -3.672 -1.307
H -1.071 -3.987 -2.670
H 0.395 -1.499 -2.624
H 1.288 -3.033 -2.517
N 3.287 -1.665 3.269
C 2.465 -0.740 3.851
C 2.520 -0.539 5.246
C 1.624 0.329 5.824
C 0.695 0.990 5.026
C 0.732 0.734 3.665
N 1.589 -0.100 3.080
C 3.608 -1.707 1.860
C 4.578 -0.821 1.418
C 4.890 -0.501 0.064
C 4.355 -0.984 -1.075
C 3.287 -2.012 -1.112
N 2.897 -2.642 1.261
H 3.985 -2.071 3.868
H 3.252 -1.072 5.841
H 1.644 0.493 6.896
H -0.042 1.664 5.439
H 0.022 1.223 3.004
H 5.034 -0.208 2.186
H 5.669 0.250 -0.056
H 4.736 -0.647 -2.033
H 3.403 -2.623 -2.014
N -1.116 0.563 -4.390
C -0.940 0.163 -5.692
C -1.164 -1.054 -6.333
C -0.879 -1.101 -7.685
C -0.390 0.021 -8.378
C -0.177 1.225 -7.736
C -0.462 1.297 -6.371
N -0.361 2.365 -5.498
C -0.756 1.870 -4.346
C -0.915 2.666 -3.120
C -1.644 3.812 -3.080
S -1.679 4.417 -1.485
C -0.702 3.098 -0.979
N -0.373 2.265 -1.918
H -1.521 0.006 -3.602
H -1.561 -1.900 -5.785
H -1.040 -2.026 -8.227
H -0.178 -0.066 -9.438
H 0.195 2.094 -8.263
H -2.153 4.287 -3.901
H -0.447 3.009 0.069
Br -5.640 1.870 4.412
C -4.089 2.851 4.917
C -4.202 3.610 6.077
C -3.132 4.375 6.509
C -1.961 4.398 5.764
C -1.877 3.654 4.600
C -2.927 2.849 4.156
C -2.676 2.008 2.889
O -3.209 0.888 2.842
O -1.898 2.539 2.058
H -5.130 3.593 6.633
H -3.220 4.955 7.420
H -1.117 4.997 6.087
H -0.986 3.673 3.986



Arrangement 2

79
Properties=species:S:1:pos:R:3 method="wB97M-V/def2-TZVPD" e_lumo_ev=3.48 homo_lumo_gap_ev=6.5 total_charge=-2 spin_multiplicity=1 e_homo_ev=-3.04
Cs 0.857 1.739 -1.148
O 2.900 -1.346 -1.819
C 3.825 -0.326 -2.121
C 4.713 0.029 -0.939
N 4.015 0.712 0.150
C 4.322 0.130 1.448
C 3.737 -1.265 1.734
O 3.932 -1.696 2.885
O 3.098 -1.856 0.816
C 4.321 2.146 0.132
C 3.500 2.962 1.166
O 4.107 3.364 2.180
O 2.284 3.128 0.892
H 2.921 -1.489 -0.840
H 3.286 0.554 -2.500
H 4.481 -0.649 -2.941
H 5.557 0.640 -1.296
H 5.134 -0.908 -0.563
H 3.945 0.796 2.224
H 5.411 0.068 1.623
H 4.084 2.526 -0.867
H 5.394 2.315 0.322
N -1.899 -0.566 4.299
C -3.084 -0.556 3.604
C -4.045 -1.543 3.912
C -5.229 -1.557 3.214
C -5.454 -0.595 2.230
C -4.450 0.333 2.009
N -3.294 0.361 2.665
C -0.742 0.222 4.049
C 0.491 -0.419 4.046
C 1.633 0.341 3.856
C 1.495 1.704 3.639
C 0.215 2.236 3.662
N -0.894 1.526 3.892
H -1.695 -1.445 4.745
H -3.842 -2.274 4.686
H -5.978 -2.309 3.435
H -6.377 -0.557 1.666
H -4.570 1.099 1.248
H 0.559 -1.495 4.164
H 2.600 -0.149 3.835
H 2.343 2.343 3.421
H 0.072 3.295 3.483
N -3.997 -0.826 -0.984
C -4.478 0.116 -1.870
C -5.749 0.384 -2.366
C -5.850 1.427 -3.271
C -4.725 2.165 -3.671
C -3.462 1.897 -3.174
C -3.350 0.859 -2.250
N -2.227 0.395 -1.582
C -2.649 -0.590 -0.845
C -1.814 -1.394 0.046
C -2.259 -2.357 0.899
S -0.931 -3.028 1.740
C 0.136 -1.960 0.893
N -0.458 -1.180 0.050
H -4.540 -1.449 -0.416
H -6.616 -0.191 -2.065
H -6.820 1.674 -3.685
H -4.850 2.964 -4.391
H -2.579 2.445 -3.487
H -3.272 -2.667 1.098
H 1.217 -1.990 1.051
Br -0.773 5.101 -6.332
C -0.107 3.406 -6.891
C -0.179 3.111 -8.246
C 0.294 1.892 -8.704
C 0.848 0.989 -7.805
C 0.929 1.314 -6.462
C 0.443 2.526 -5.973
C 0.542 2.789 -4.466
O 1.697 2.770 -4.003
O -0.545 2.944 -3.872
H -0.603 3.834 -8.929
H 0.233 1.653 -9.759
H 1.225 0.034 -8.153
H 1.386 0.632 -5.755



Which of them is least stable? Easy: arrangement 1.



Arrangement 1

44
Properties=species:S:1:pos:R:3 method="wB97M-V/def2-TZVPD" e_lumo_ev=0.24 homo_lumo_gap_ev=10.9 spin_multiplicity=1 e_homo_ev=-10.69
C 3.453 -6.862 12.931
Cl 2.743 -8.466 13.378
Cl 4.853 -6.464 13.959
Cl 2.224 -5.638 13.026
H 3.767 -6.895 11.893
C 4.278 -5.019 16.914
Cl 3.115 -4.872 18.226
Cl 5.839 -5.608 17.545
Cl 4.482 -3.544 16.031
H 3.942 -5.806 16.197
C 10.244 -5.971 21.651
O 9.279 -5.811 20.582
P 9.718 -6.589 19.233
O 10.701 -7.633 19.293
O 10.177 -5.504 18.211
C 9.359 -4.342 17.820
O 8.312 -7.072 18.654
C 8.339 -7.959 17.476
H 11.108 -6.515 21.272
H 9.700 -6.634 22.338
H 10.491 -5.021 22.154
H 9.230 -3.740 18.755
H 8.384 -4.626 17.446
H 9.887 -3.857 16.978
H 9.278 -7.693 16.953
H 7.471 -7.774 16.827
H 8.391 -9.009 17.786
C -3.624 -6.427 18.063
O -2.497 -7.139 18.562
P -1.035 -6.559 18.380
O -0.075 -7.542 18.886
O -1.127 -6.178 16.852
C 0.064 -6.122 15.950
O -0.964 -5.147 19.167
C -0.129 -5.108 20.360
H -4.464 -7.056 18.344
H -3.612 -6.407 17.027
H -3.683 -5.371 18.456
H 0.353 -7.158 15.734
H 0.861 -5.554 16.393
H -0.348 -5.626 15.032
H 0.655 -5.886 20.276
H -0.706 -5.390 21.235
H 0.261 -4.091 20.398



Arrangement 2

44
Properties=species:S:1:pos:R:3 method="wB97M-V/def2-TZVPD" e_lumo_ev=0.43 homo_lumo_gap_ev=10.8 spin_multiplicity=1 e_homo_ev=-10.41
C 0.043 -3.145 1.861
O -0.558 -1.912 2.312
P -1.725 -1.965 3.393
O -1.452 -2.735 4.609
O -1.911 -0.386 3.597
C -2.644 0.033 4.733
O -3.055 -2.377 2.580
C -3.394 -1.721 1.364
H -0.477 -3.428 0.946
H 0.033 -3.853 2.687
H 1.069 -2.938 1.559
H -3.435 -0.677 4.978
H -3.119 1.005 4.591
H -2.019 0.191 5.614
H -2.609 -1.134 0.891
H -4.225 -1.022 1.514
H -3.811 -2.502 0.729
C 1.144 2.862 -2.103
O 1.349 2.498 -0.740
P 1.221 1.019 -0.160
O 0.118 0.216 -0.731
O 1.226 1.235 1.424
C 0.591 0.226 2.222
O 2.677 0.392 -0.333
C 3.260 0.199 -1.595
H 2.109 3.115 -2.539
H 0.445 3.703 -2.068
H 0.619 2.098 -2.680
H 0.913 0.304 3.258
H 0.894 -0.755 1.852
H -0.493 0.319 2.180
H 2.698 -0.524 -2.195
H 4.272 -0.198 -1.501
H 3.371 1.121 -2.169
C -3.685 1.333 -2.843
Cl -3.864 0.350 -1.393
Cl -4.831 0.705 -4.050
Cl -2.024 1.264 -3.398
H -3.934 2.359 -2.603
C 5.019 1.041 -5.225
Cl 3.464 0.306 -5.063
Cl 6.092 -0.063 -6.154
Cl 5.668 1.433 -3.641
H 4.969 2.007 -5.712



Which of them is least stable? Easy: arrangement 2.



Arrangement 1

42
Properties=species:S:1:pos:R:3 method="wB97M-V/def2-TZVPD" e_lumo_ev="-8.87 / -7.97" s2=2.03 homo_lumo_gap_ev="7.5 / 8.4" total_charge=+2 spin_multiplicity=3 e_homo_ev="-16.37 / -16.36"
V -0.266 -0.102 -0.141
P 0.364 -0.525 -2.263
C -0.693 0.748 -3.095
C -1.858 1.223 -2.234
N -1.691 1.096 -0.897
C -2.553 1.718 -0.050
C -3.674 2.405 -0.513
C -3.888 2.503 -1.886
C -2.959 1.913 -2.745
C -2.247 1.577 1.445
P -0.467 1.512 1.878
H -3.016 2.005 -3.826
H -4.352 2.848 0.222
H -4.738 3.051 -2.281
H -2.633 2.457 1.984
H -2.681 0.640 1.871
H -0.037 1.590 -3.226
H -1.043 0.462 -4.114
H 0.915 3.034 -1.988
O 0.661 3.542 -2.720
H 1.322 3.443 -3.438
H 1.131 1.866 0.612
O 1.453 1.857 -0.281
H 2.308 2.266 -0.069
C -0.007 3.255 2.189
H -0.803 3.769 2.752
H 0.943 3.310 2.751
H 0.125 3.758 1.213
C -0.194 0.575 3.397
H 0.883 0.403 3.525
H -0.601 1.141 4.242
H -0.703 -0.389 3.285
C -0.221 -2.083 -2.931
H -0.307 -2.041 -4.021
H 0.510 -2.830 -2.605
H -1.187 -2.301 -2.467
C 2.034 -0.250 -2.907
H 2.632 -1.116 -2.609
H 2.064 -0.141 -3.994
H 2.470 0.634 -2.432
N -1.943 -2.512 0.657
C -1.263 -1.606 0.357



Arrangement 2

42
Properties=species:S:1:pos:R:3 method="wB97M-V/def2-TZVPD" e_lumo_ev="-9.44 / -9.29" s2=2.18 homo_lumo_gap_ev="4.4 / 4.7" total_charge=+2 spin_multiplicity=3 e_homo_ev="-13.80 / -13.97"
V -0.022 0.344 1.386
P -2.278 0.194 0.889
C -2.142 0.681 -0.821
C -0.930 1.243 -1.287
N 0.184 1.095 -0.460
C 1.419 1.376 -0.923
C 1.608 2.037 -2.129
C 0.506 2.270 -2.956
C -0.754 1.864 -2.547
C 2.597 0.930 -0.090
P 2.293 -0.602 0.901
H -1.656 2.012 -3.141
H 2.623 2.327 -2.396
H 0.636 2.784 -3.905
H 3.447 0.720 -0.759
H 2.912 1.740 0.593
H -2.035 -1.217 -2.090
H -3.014 0.716 -1.477
H -1.087 -2.890 -1.015
O -1.836 -2.150 -2.317
H -2.318 -2.330 -3.139
H 0.904 -1.156 1.297
O -0.639 -2.982 -0.132
H 0.213 -3.403 -0.327
C 2.778 -1.992 -0.145
H 3.802 -1.902 -0.533
H 2.700 -2.908 0.456
H 2.077 -2.081 -0.986
C 3.340 -0.561 2.363
H 3.110 -1.452 2.956
H 4.405 -0.545 2.096
H 3.082 0.325 2.955
C -3.108 1.541 1.789
H -4.088 1.730 1.328
H -3.196 1.229 2.840
H -2.475 2.439 1.748
C -3.303 -1.288 0.982
H -3.478 -1.505 2.045
H -4.255 -1.124 0.456
H -2.748 -2.131 0.551
N 0.458 2.763 3.338
C 0.268 1.857 2.607



Which of them is least stable? Easy: arrangement 2.